(1)
Below is a cluster of 4 separate species, C4H17NO3 in total in a non-equilibrium geometry, with properties calculated with ωB97M-V/def2-TZVPD.

```
25
C4H17NO3, DFT ωB97M-V/def2-TZVPD
C -0.775 0.359 -0.735
C 0.092 -0.519 -1.595
C 0.256 -1.879 -0.960
C -0.592 -0.751 -2.982
N -0.506 1.787 -0.789
H -0.664 0.173 0.384
H -1.870 0.199 -0.913
H 1.040 0.040 -1.735
H 0.556 -1.633 0.110
H 1.093 -2.551 -1.193
H -0.670 -2.455 -0.905
H -1.556 -1.250 -2.897
H -0.680 0.212 -3.504
H 0.013 -1.423 -3.591
H -1.354 2.348 -0.661
H -0.169 2.058 -1.736
H 1.245 -0.382 3.307
H 0.775 0.285 2.087
O 0.429 -0.255 2.822
H -0.848 0.641 4.358
H -1.491 0.397 3.120
O -1.710 0.808 3.959
H 3.191 1.068 1.674
H 1.941 1.420 0.738
O 2.256 1.304 1.637
```

Computed properties:
- Relative energy (zero: lowest compared OMol25 entry of this formula, charge and spin): 36.14 kcal per mole
- Expectation value of S²: 0.75
- Highest occupied orbital energy (alpha / beta): -13.29 / -13.29 eV
- 2S+1: 2
- Total charge: +1
- Kohn-Sham gap (alpha / beta): 9.55 / 3.85 eV

(2)
Below is a cluster of 6 separate species, C4H17NO7S in total in a non-equilibrium geometry, with properties calculated with ωB97M-V/def2-TZVPD.

```
30
C4H17NO7S, DFT ωB97M-V/def2-TZVPD
O -1.702 -2.713 0.397
C -1.242 -1.679 -0.062
N -0.815 -1.834 -1.381
C -0.038 -1.064 -2.410
O 1.043 -1.486 -2.687
C -0.721 -0.485 0.768
C -0.978 -0.821 2.175
S -0.512 0.537 3.365
H -0.949 -2.750 -1.763
H -0.696 -0.309 -2.950
H -1.129 0.563 0.630
H 0.380 -0.289 0.540
H -0.422 -1.690 2.684
H -2.082 -1.143 2.383
H -1.280 1.632 2.915
H 1.605 3.059 -0.293
H 1.909 2.708 -1.712
O 1.204 3.185 -1.220
H -0.606 1.371 -2.903
H -2.112 1.548 -3.141
O -1.341 1.177 -3.545
H 2.928 0.164 2.732
H 1.947 1.309 2.239
O 2.825 0.922 2.126
H -0.288 2.621 -0.819
H -1.808 2.269 -0.197
O -0.847 2.108 -0.150
H 2.450 -1.838 -0.943
H 3.134 -0.415 -0.350
O 2.367 -0.952 -0.558
```

Computed properties:
- SMILES: O=CNC(=O)CCS.O.O.O.O.O
- Relative energy (zero: lowest compared OMol25 entry of this formula, charge and spin): 56.72 kcal per mole
- Highest occupied orbital energy: -9.06 eV
- 2S+1: 1
- Kohn-Sham gap: 8.99 eV

(3)
Below is a cluster of 6 separate species, C4H17O8 in total in a non-equilibrium geometry, with properties calculated with ωB97M-V/def2-TZVPD.

```
29
C4H17O8, DFT ωB97M-V/def2-TZVPD
C -1.385 -0.732 -0.388
O -2.350 -0.193 0.476
C -1.616 0.047 -1.719
C -0.490 -0.589 -2.627
C 0.881 -0.298 -1.905
O 1.359 0.877 -1.899
O 1.584 -1.303 -1.657
H -0.380 -0.706 0.020
H -1.544 -1.806 -0.536
H -1.526 1.136 -1.449
H -2.587 0.065 -2.189
H -0.489 -1.598 -3.008
H -0.459 -0.016 -3.595
H 0.774 3.540 0.036
H -2.327 2.528 2.636
H -0.943 2.079 2.032
O -1.467 2.835 2.320
H 1.291 -3.003 0.751
H 1.000 -2.698 -0.571
O 0.625 -3.325 0.126
H 1.355 -1.881 2.550
H 1.563 -0.698 3.183
O 1.560 -1.592 3.480
H 1.406 1.557 1.093
H 2.448 0.425 1.261
O 1.595 0.747 1.570
H -2.683 -0.659 1.246
H 1.314 2.225 -0.888
O 1.492 3.037 -0.349
```

Computed properties:
- Relative energy (zero: lowest compared OMol25 entry of this formula, charge and spin): 0.00 kcal per mole
- Highest occupied orbital energy: -5.38 eV
- 2S+1: 1
- Total charge: -1
- Kohn-Sham gap: 8.29 eV

(4)
Below is a structure of composition C4H18AlN2O3P in a non-equilibrium geometry, with properties calculated with ωB97M-V/def2-TZVPD.

```
29
C4H18AlN2O3P, DFT ωB97M-V/def2-TZVPD
C 2.881 0.917 0.911
C 2.273 1.823 -0.160
O 0.868 1.922 -0.130
C 0.365 2.654 0.988
C -1.050 2.210 1.358
Al -2.064 1.355 -0.174
P -1.595 -0.985 0.148
N -2.510 -1.785 1.121
O -1.623 -1.816 -1.369
O -0.018 -1.110 0.624
H 2.384 1.001 1.871
H 2.870 -0.116 0.572
H 3.921 1.206 1.056
H 2.744 2.810 -0.161
H 2.512 1.384 -1.130
H 1.021 2.520 1.849
H 0.332 3.722 0.754
H -1.628 3.046 1.741
H -0.927 1.441 2.125
H -1.525 1.724 -1.651
H -3.642 1.615 -0.139
H -1.952 -2.180 1.874
H -0.993 -1.339 -1.930
H 0.527 -0.722 -0.070
N -0.630 -4.268 -2.022
H 0.143 -4.105 -2.663
H -0.270 -4.541 -1.107
H -1.182 -3.382 -1.897
H -1.232 -5.003 -2.389
```

Computed properties:
- Highest occupied orbital energy: -7.59 eV
- 2S+1: 1
- Kohn-Sham gap: 6.26 eV

We obtain total energy values of -442.6929, -1142.1548, -764.5803, -1082.1566 Eh for the records listed above, in that order.